Below is a 13-piece molecular cluster, C37H61Cl3O42S6 overall in a non-equilibrium geometry, with properties calculated with ωB97M-V with the def2-TZVPD basis set.

Properties
HOMO energy = -10.176 eV
Charge = 0
2S+1 = 1

Each line ends with the Mulliken charge.
Geometry (Å):
C -1.349 -0.431 -4.431  1.12
Cl -1.235 -2.191 -4.447  -0.08
Cl -1.605 0.092 -2.758  -0.47
Cl -2.601 0.143 -5.536  -0.10
H -0.450 -0.076 -4.918  -0.84
C 1.597 -3.006 3.361  -0.88
C 1.457 -4.454 3.791  0.31
C 0.585 -4.744 5.043  0.18
O -0.244 -5.822 4.614  -0.43
C -0.067 -6.066 3.307  0.61
O -0.643 -6.908 2.691  -0.55
O 0.781 -5.177 2.761  -0.16
H 0.676 -2.666 2.883  0.14
H 2.360 -3.017 2.583  0.05
H 1.849 -2.338 4.183  0.45
H 2.420 -4.937 3.972  0.30
H 0.032 -3.827 5.235  -0.23
H 1.307 -4.967 5.822  0.33
C 4.918 -0.899 -6.853  -1.48
C 4.101 0.194 -6.139  0.36
C 2.774 0.411 -6.844  -0.64
O 1.827 0.334 -5.780  -0.48
C 2.417 -0.221 -4.720  0.08
O 1.824 -0.548 -3.733  0.19
O 3.738 -0.369 -4.881  -0.10
H 5.718 -1.228 -6.183  0.31
H 5.466 -0.543 -7.725  0.40
H 4.263 -1.750 -7.030  0.41
H 4.754 1.069 -6.145  0.26
H 2.573 -0.364 -7.597  0.33
H 2.690 1.255 -7.531  0.40
C 1.354 4.367 4.738  -1.70
C 0.762 3.681 3.512  1.55
C 0.050 2.371 3.803  -0.16
O -1.101 2.475 3.010  0.07
C -1.288 3.716 2.555  0.37
O -2.215 4.064 1.899  -0.57
O -0.297 4.521 3.032  -0.42
H 1.569 5.416 4.523  0.39
H 2.251 3.889 5.124  0.36
H 0.539 4.464 5.459  0.43
H 1.515 3.516 2.741  -0.46
H -0.194 2.327 4.871  0.26
H 0.650 1.483 3.611  0.20
C 0.480 3.059 -0.930  -0.55
C 1.058 3.813 -2.094  0.22
C 2.372 3.215 -2.713  0.48
O 2.098 3.104 -4.087  -0.41
C 0.767 3.212 -4.311  0.67
O 0.219 2.998 -5.340  -0.54
O 0.166 3.643 -3.203  -0.21
H -0.352 3.562 -0.424  0.04
H 1.167 3.011 -0.079  0.05
H 0.074 2.082 -1.185  0.10
H 1.235 4.873 -1.908  0.32
H 2.495 2.231 -2.244  -0.39
H 3.266 3.783 -2.464  0.21
C 5.888 -0.049 -1.991  -1.55
C 4.705 -0.928 -1.636  1.97
C 4.725 -2.409 -2.070  -0.48
O 4.468 -3.127 -0.850  -0.27
C 4.453 -2.294 0.180  0.57
O 4.204 -2.607 1.308  -0.64
O 4.630 -1.021 -0.201  -0.30
H 6.031 0.059 -3.067  0.27
H 6.812 -0.420 -1.549  0.42
H 5.630 0.945 -1.625  0.18
H 3.790 -0.415 -1.943  -0.74
H 5.676 -2.702 -2.515  0.32
H 3.912 -2.701 -2.733  0.29
C -4.728 0.510 3.163  -0.84
C -6.050 -0.194 2.862  0.56
C -7.222 -0.366 3.848  -0.30
O -8.232 0.420 3.255  -0.39
C -7.944 0.622 1.940  0.47
O -8.736 1.009 1.152  -0.50
O -6.640 0.417 1.715  -0.19
H -4.102 0.354 2.284  -0.02
H -4.210 0.077 4.015  0.10
H -4.909 1.586 3.187  0.40
H -5.750 -1.217 2.596  0.16
H -6.984 0.045 4.832  0.28
H -7.425 -1.425 4.012  0.27
C -3.363 3.395 -1.598  0.76
C -3.353 3.763 -3.078  -0.17
O -4.654 3.428 -3.558  -0.33
S -5.721 3.894 -2.427  1.03
O -6.824 3.004 -2.401  -0.48
O -5.882 5.313 -2.463  -0.60
O -4.728 3.469 -1.185  -0.23
H -2.734 4.049 -0.996  0.30
H -3.115 2.347 -1.410  -0.53
H -2.605 3.236 -3.664  0.01
H -3.265 4.845 -3.221  0.41
C 6.486 4.603 1.759  -0.41
C 6.548 4.580 0.247  -0.32
O 5.184 4.374 -0.128  -0.32
S 4.440 3.407 0.952  1.00
O 4.435 2.056 0.496  -0.28
O 3.181 3.976 1.327  -0.70
O 5.554 3.593 2.114  -0.31
H 6.154 5.604 2.047  0.29
H 7.452 4.431 2.225  0.36
H 7.137 3.747 -0.156  0.24
H 6.859 5.466 -0.302  0.32
C 0.817 -1.073 -0.649  1.36
C 1.396 -0.201 0.470  0.02
O 0.250 0.527 0.880  -0.24
S -1.055 -0.419 0.964  0.41
O -2.201 0.281 0.482  0.10
O -1.074 -1.055 2.244  -0.42
O -0.426 -1.493 -0.086  -0.23
H 1.425 -1.951 -0.855  -0.08
H 0.668 -0.469 -1.541  -0.85
H 2.215 0.444 0.164  -0.02
H 1.714 -0.846 1.295  -0.23
C 1.916 -5.262 -0.531  -0.11
C 1.393 -6.692 -0.540  -0.17
O 0.583 -6.736 -1.692  -0.36
S 1.148 -5.795 -2.889  0.94
O 0.137 -4.902 -3.346  -0.42
O 1.849 -6.629 -3.822  -0.57
O 2.235 -5.037 -1.917  -0.29
H 2.733 -4.979 0.130  0.39
H 1.131 -4.551 -0.252  0.04
H 0.727 -6.775 0.321  0.18
H 2.173 -7.451 -0.507  0.29
C -6.091 -0.871 -1.241  -0.08
C -4.804 -0.063 -1.480  0.19
O -4.899 0.380 -2.811  -0.16
S -5.750 -0.627 -3.768  1.16
O -4.930 -1.583 -4.421  -0.50
O -6.687 0.151 -4.511  -0.58
O -6.515 -1.314 -2.518  -0.45
H -6.810 -0.254 -0.708  0.23
H -5.843 -1.788 -0.706  0.31
H -3.886 -0.638 -1.351  -0.20
H -4.768 0.800 -0.815  0.12
C -3.578 -2.322 5.850  -0.39
C -2.210 -2.428 5.168  0.23
O -1.380 -2.026 6.264  -0.32
S -2.017 -0.728 6.989  0.86
O -1.629 0.436 6.275  -0.38
O -1.851 -0.830 8.397  -0.59
O -3.553 -1.091 6.579  -0.35
H -3.814 -3.109 6.562  0.38
H -4.355 -2.259 5.087  0.22
H -2.085 -1.864 4.245  -0.09
H -2.051 -3.484 4.950  0.45